1.
Molecular formula: C40H120N8O16
Method: DFT, ωB97M-V/def2-TZVPD

```
184
Properties=species:S:1:pos:R:3:mulliken_charge:R:1
C 2.94 -0.65 -4.92 -0.882
O 2.06 -0.08 -3.92 0.031
H 3.13 0.17 -5.62 0.387
H 3.89 -0.89 -4.44 0.299
H 2.53 -1.52 -5.42 0.217
H 2.62 0.61 -3.53 0.110
C 0.42 -3.24 -3.75 0.121
O -0.21 -1.95 -3.68 -0.518
H -0.33 -3.97 -3.44 -0.060
H 0.70 -3.40 -4.80 0.463
H 1.34 -3.39 -3.18 -0.220
H 0.50 -1.29 -3.71 -0.091
C -3.41 -3.60 -4.92 -0.749
O -2.84 -2.57 -4.14 -0.338
H -4.49 -3.56 -4.77 0.284
H -3.28 -3.54 -6.00 0.323
H -3.05 -4.59 -4.61 0.181
H -1.87 -2.59 -4.14 0.332
C 1.04 -3.71 1.21 -0.950
O 0.99 -3.50 -0.19 0.364
H 1.89 -4.35 1.43 0.530
H 1.28 -2.78 1.74 0.097
H 0.08 -4.06 1.57 0.247
H 0.15 -3.04 -0.46 -0.482
C -5.19 -3.53 -1.17 -0.664
O -4.29 -3.86 -0.12 -0.329
H -6.24 -3.45 -0.87 0.350
H -4.80 -2.59 -1.58 0.177
H -5.12 -4.22 -2.02 0.271
H -4.48 -4.74 0.21 0.215
C 0.47 5.88 -1.80 -0.468
O 1.51 6.19 -2.73 -0.633
H 0.23 4.83 -1.95 -0.011
H 0.81 6.07 -0.78 0.276
H -0.44 6.46 -1.95 0.393
H 1.24 7.01 -3.16 0.263
C -5.69 -2.14 2.52 -0.534
O -6.30 -1.70 3.71 -0.537
H -5.75 -1.39 1.74 0.236
H -4.65 -2.49 2.57 0.143
H -6.23 -3.03 2.16 0.398
H -6.41 -2.44 4.31 0.294
C -2.63 0.79 -3.57 0.264
O -3.19 0.16 -4.72 -0.639
H -2.90 0.24 -2.66 -0.173
H -1.55 0.79 -3.68 -0.171
H -2.99 1.80 -3.41 0.405
H -2.94 -0.78 -4.63 0.441
C -1.67 -0.90 1.33 -0.377
C -1.49 -0.94 -0.19 0.551
C -0.27 -0.15 -0.65 0.566
O -0.46 1.23 -0.46 -0.620
C 0.76 1.89 -0.76 -0.413
N -1.53 -2.31 -0.70 0.814
H -1.29 -1.83 1.77 0.148
H -2.72 -0.91 1.64 0.209
H -1.10 -0.11 1.80 -0.537
H -2.35 -0.49 -0.70 -0.010
H 0.03 -0.40 -1.67 -0.087
H 0.61 -0.48 -0.07 0.311
H 1.51 1.58 -0.02 0.347
H 0.60 2.93 -0.47 0.070
H 1.05 1.80 -1.80 -0.098
H -1.64 -2.29 -1.71 -0.536
H -2.28 -2.82 -0.26 -0.141
C 3.88 4.21 0.01 -1.248
C 4.55 4.93 -1.15 0.629
C 6.04 4.76 -1.21 -0.863
O 6.57 5.38 -2.37 -0.347
C 7.93 5.00 -2.56 -0.756
N 3.92 4.42 -2.40 -0.510
H 2.80 4.22 -0.06 0.120
H 4.16 4.63 0.98 0.500
H 4.18 3.16 -0.02 0.299
H 4.32 6.01 -1.13 0.287
H 6.30 3.69 -1.23 0.378
H 6.46 5.23 -0.31 0.357
H 7.97 4.02 -3.03 0.300
H 8.49 4.96 -1.62 0.311
H 8.40 5.73 -3.22 0.254
H 3.03 4.90 -2.46 0.067
H 4.53 4.83 -3.11 0.314
C -0.45 4.44 6.74 -2.173
C -0.29 3.09 6.10 2.352
C 0.43 3.17 4.74 -0.992
O 0.30 1.94 4.02 -0.038
C 0.97 1.97 2.79 -0.987
N 0.30 2.12 7.03 -0.692
H -1.05 4.32 7.64 0.473
H -0.88 5.14 6.02 0.376
H 0.49 4.88 7.10 0.522
H -1.27 2.64 5.89 -0.935
H 1.52 3.33 4.84 0.351
H 0.05 3.98 4.11 0.393
H 0.97 0.98 2.34 -0.094
H 2.03 2.26 2.87 0.460
H 0.49 2.69 2.12 0.571
H 0.50 1.26 6.52 0.151
H 1.20 2.47 7.35 0.316
C 3.54 -1.82 -1.43 -1.222
C 4.07 -3.13 -2.03 0.957
C 5.56 -3.09 -2.29 -1.116
O 5.81 -2.15 -3.33 -0.171
C 7.11 -2.22 -3.81 -0.866
N 3.68 -4.21 -1.13 -0.712
H 3.98 -0.99 -1.98 0.405
H 3.97 -1.74 -0.43 0.461
H 2.46 -1.75 -1.40 -0.039
H 3.59 -3.28 -3.01 0.016
H 5.90 -4.07 -2.64 0.434
H 6.17 -2.83 -1.41 0.406
H 7.88 -1.82 -3.13 0.312
H 7.18 -1.61 -4.72 0.246
H 7.42 -3.23 -4.09 0.342
H 3.77 -5.10 -1.62 0.339
H 2.68 -4.10 -0.96 0.227
C -2.04 -6.10 -1.74 -1.056
C -1.17 -6.63 -0.60 1.126
C -1.36 -8.09 -0.34 -0.808
O -2.65 -8.36 0.15 -0.259
C -2.84 -9.72 0.44 -0.827
N 0.23 -6.26 -0.83 -0.711
H -3.11 -6.25 -1.60 0.394
H -1.82 -6.63 -2.67 0.401
H -1.80 -5.07 -2.00 -0.283
H -1.46 -6.09 0.32 -0.019
H -0.62 -8.47 0.39 0.380
H -1.10 -8.67 -1.25 0.367
H -2.88 -10.40 -0.42 0.316
H -3.74 -9.80 1.05 0.248
H -2.05 -10.13 1.08 0.326
H 0.26 -5.24 -0.85 -0.179
H 0.89 -6.52 -0.11 0.412
C 1.31 -2.90 5.44 -1.435
C 0.78 -1.64 4.79 1.718
C -0.72 -1.47 4.93 -0.399
O -1.41 -2.55 4.32 -0.196
C -2.65 -2.83 4.91 -0.734
N 1.41 -0.44 5.37 -0.691
H 2.39 -2.97 5.52 0.452
H 1.18 -3.72 4.73 0.297
H 0.83 -3.15 6.38 0.294
H 0.94 -1.63 3.70 -0.878
H -1.07 -0.52 4.49 -0.390
H -0.96 -1.41 6.00 0.755
H -2.56 -3.09 5.98 0.375
H -3.07 -3.70 4.42 0.276
H -3.41 -2.05 4.85 0.172
H 2.41 -0.55 5.21 0.297
H 1.20 0.35 4.75 0.134
C -0.59 5.98 -7.33 -1.426
C -0.54 6.00 -5.81 0.148
C 0.48 4.95 -5.32 0.161
O -0.06 3.67 -5.46 -0.436
C 0.60 2.72 -4.66 -0.610
N -0.13 7.29 -5.24 -0.662
H -1.38 6.54 -7.84 0.381
H -0.60 4.97 -7.76 0.339
H 0.31 6.45 -7.76 0.353
H -1.52 5.68 -5.45 0.337
H 0.66 5.13 -4.25 -0.102
H 1.42 5.12 -5.86 0.144
H 0.30 2.86 -3.62 0.160
H 1.68 2.77 -4.83 0.344
H 0.31 1.69 -4.90 0.370
H 0.80 7.49 -5.64 0.295
H -0.67 7.97 -5.78 0.294
C -3.60 4.94 5.90 -1.408
C -4.70 3.92 6.12 0.523
C -4.21 2.49 5.85 -0.625
O -3.65 2.44 4.57 -0.392
C -3.34 1.12 4.20 -0.894
N -5.24 4.04 7.47 -0.756
H -2.78 4.80 6.62 0.195
H -3.96 5.97 6.01 0.463
H -3.18 4.94 4.90 0.375
H -5.46 4.14 5.36 0.217
H -5.10 1.85 5.90 0.400
H -3.53 2.19 6.67 0.261
H -4.25 0.52 4.02 0.556
H -2.81 0.58 5.01 0.389
H -2.74 1.05 3.30 0.152
H -5.56 4.99 7.64 0.266
H -6.15 3.58 7.50 0.281
```

Highest occupied orbital energy ... -8.882 eV
Total charge ... 0
Energy relative to the best compared isomer or geometry (same formula, charge and spin) ... 25.7 kcal/mol
Orbital gap ... 9.42 eV
F_max ... 1.89 eV/Å

---

2.
Molecular formula: C42H39Cl3IN8O6SSbV
Method: DFT, ωB97M-V/def2-TZVPD

```
102
Properties=species:S:1:pos:R:3:lowdin_spin:R:1
V 0.41 -1.09 -0.08 1.886
C -2.81 0.93 -3.30 0.000
C -3.09 1.29 -1.87 0.000
C -4.40 1.52 -1.44 0.000
C -4.63 1.92 -0.14 0.000
C -3.53 2.10 0.69 0.000
C -2.26 1.84 0.20 0.001
N -2.04 1.43 -1.05 0.002
Sb -0.67 2.28 1.59 0.001
C -0.46 0.35 2.67 0.002
C -0.77 0.65 3.98 0.000
C -0.53 -0.26 4.99 0.000
C 0.12 -1.42 4.65 0.000
C 0.44 -1.68 3.32 0.002
C 1.28 -2.90 3.07 0.001
N 0.07 -0.86 2.32 0.004
C 1.10 2.71 0.42 0.000
C 1.81 3.73 1.05 0.000
C 3.02 4.13 0.50 0.001
C 3.45 3.50 -0.65 0.000
C 2.67 2.51 -1.23 0.001
C 3.11 1.85 -2.50 0.000
N 1.50 2.11 -0.70 0.001
H -3.69 0.53 -3.79 0.000
H -1.99 0.21 -3.37 0.000
H -2.50 1.82 -3.85 0.000
H -5.22 1.39 -2.14 0.000
H -5.63 2.09 0.22 0.000
H -3.66 2.44 1.72 0.000
H -1.19 1.62 4.22 0.000
H -0.78 -0.04 6.02 0.000
H 0.41 -2.14 5.41 0.000
H 1.93 -3.05 3.92 0.000
H 1.89 -2.78 2.18 0.000
H 0.67 -3.79 2.95 0.000
H 1.43 4.19 1.95 0.000
H 3.61 4.90 0.97 0.000
H 4.40 3.76 -1.10 0.000
H 4.19 1.85 -2.58 0.000
H 2.70 2.39 -3.36 0.000
H 2.75 0.83 -2.54 0.000
I 8.59 0.80 -1.40 0.000
C 6.67 0.70 -0.59 0.001
C 5.61 0.32 -1.40 0.000
C 4.34 0.23 -0.85 0.001
C 4.13 0.54 0.49 -0.001
C 5.20 0.94 1.28 0.000
C 6.47 1.02 0.75 0.000
C 2.77 0.43 1.11 0.008
O 2.52 0.95 2.17 0.019
O 1.89 -0.25 0.40 0.008
H 5.77 0.08 -2.44 0.000
H 3.50 -0.05 -1.47 0.000
H 5.01 1.19 2.32 0.000
H 7.31 1.33 1.37 0.000
Cl 1.89 -0.86 -5.25 0.046
C 0.46 -0.35 -4.43 0.319
Cl -1.18 -1.81 -5.51 0.355
Cl -0.17 1.18 -4.91 0.044
C 0.44 -0.64 -3.08 0.145
N 0.41 -0.90 -1.94 0.112
C -4.74 -5.41 -6.05 0.000
C -4.30 -4.43 -4.98 0.002
S -5.56 -4.35 -3.72 0.000
O -5.58 -5.61 -3.01 0.000
O -6.77 -3.84 -4.31 0.000
C -4.97 -3.09 -2.57 0.000
C -4.43 -3.71 -1.28 0.000
N -3.45 -2.83 -0.59 0.005
C -2.17 -2.64 -0.97 0.012
N -1.54 -1.84 -0.10 0.006
C -2.45 -1.51 0.86 0.008
C -3.62 -2.11 0.58 0.001
N -4.83 -1.98 1.33 0.000
O -4.77 -1.29 2.33 -0.001
O -5.84 -2.55 0.94 0.001
C -1.61 -3.31 -2.17 0.003
H -3.96 -5.50 -6.81 0.000
H -5.65 -5.06 -6.54 0.000
H -4.94 -6.39 -5.62 0.000
H -4.16 -3.41 -5.36 0.003
H -3.39 -4.75 -4.47 0.000
H -5.84 -2.46 -2.39 0.000
H -4.21 -2.51 -3.11 0.000
H -3.96 -4.67 -1.48 0.000
H -5.24 -3.88 -0.59 0.000
H -2.24 -0.89 1.71 0.000
H -2.02 -4.31 -2.27 0.001
H -0.53 -3.38 -2.11 0.001
H -1.84 -2.75 -3.08 0.000
N 3.40 -7.93 -0.78 0.006
C 2.91 -6.90 -0.69 0.001
C 2.30 -5.59 -0.58 0.012
C 2.97 -4.47 -1.06 -0.004
C 2.39 -3.22 -0.92 0.009
C 1.16 -3.02 -0.30 -0.030
C 0.51 -4.18 0.15 0.010
C 1.05 -5.44 0.02 -0.004
H 3.94 -4.59 -1.53 -0.001
H 2.94 -2.37 -1.32 0.001
H -0.46 -4.10 0.63 0.000
H 0.53 -6.31 0.39 -0.001
```

Highest occupied orbital energy (alpha / beta) ... -7.752 / -9.045 eV
Total charge ... 0
Energy relative to the best compared isomer or geometry (same formula, charge and spin) ... 59.4 kcal/mol
Multiplicity ... 4
Orbital gap (alpha / beta) ... 6.62 / 7.50 eV
F_max ... 2.58 eV/Å

---

3.
Molecular formula: C23H70N14O10
Method: DFT, ωB97M-V/def2-TZVPD

```
117
Properties=species:S:1:pos:R:3:mulliken_charge:R:1
C 3.26 -1.00 6.03 -1.226
C 4.12 0.07 5.35 0.321
C 3.71 0.43 3.96 -0.322
O 4.22 -0.53 3.03 -0.482
C 3.97 -0.15 1.64 -0.340
N 3.82 1.41 5.94 -0.825
H 2.24 -0.62 6.10 0.219
H 3.65 -1.13 7.04 0.335
H 3.22 -2.02 5.64 0.324
H 5.16 -0.27 5.41 0.369
H 4.10 1.40 3.65 0.448
H 2.64 0.39 3.80 0.061
H 4.57 0.74 1.42 0.358
H 2.93 0.11 1.48 -0.116
H 4.40 -0.92 1.00 0.313
H 2.83 1.32 5.83 0.259
H 4.08 2.21 5.39 0.320
C 1.02 -5.23 3.94 -1.434
C -0.36 -4.75 3.32 0.941
C -0.24 -4.34 1.83 -0.635
O 0.29 -3.05 1.92 -0.033
C 0.90 -2.70 0.58 -0.144
N -1.30 -5.87 3.43 -0.730
H 0.89 -5.53 4.98 0.402
H 1.80 -4.47 3.88 0.243
H 1.51 -6.12 3.52 0.372
H -0.78 -3.89 3.84 -0.165
H -1.13 -4.28 1.21 0.084
H 0.47 -5.00 1.34 0.380
H 0.12 -2.73 -0.18 0.006
H 1.81 -3.25 0.35 0.350
H 1.19 -1.66 0.69 -0.238
H -2.20 -5.65 3.03 0.245
H -1.44 -6.01 4.42 0.281
C -3.21 -3.27 -1.08 -1.574
C -3.05 -1.78 -1.52 2.581
C -4.24 -1.17 -2.17 -1.335
O -4.29 -1.73 -3.52 -0.150
C -4.97 -1.09 -4.56 -1.089
N -2.75 -1.14 -0.28 -0.391
H -2.23 -3.74 -1.13 0.323
H -3.76 -3.89 -1.79 0.473
H -3.68 -3.42 -0.12 0.349
H -2.21 -1.71 -2.21 -0.967
H -3.99 -0.12 -2.34 0.426
H -5.10 -1.03 -1.51 0.402
H -6.02 -0.83 -4.40 0.377
H -4.89 -1.58 -5.53 0.305
H -4.63 -0.09 -4.85 0.411
H -1.74 -1.18 -0.28 -0.398
H -2.74 -0.15 -0.45 0.018
C -0.20 -0.94 -6.45 -1.515
C -0.43 -1.08 -4.96 0.597
C -0.41 -2.60 -4.49 -0.199
O -0.89 -3.58 -5.33 -0.477
C -2.31 -3.72 -5.33 -0.461
N 0.55 -0.22 -4.27 -0.537
H 0.25 -1.88 -6.75 0.363
H 0.57 -0.25 -6.79 0.376
H -1.06 -0.85 -7.12 0.321
H -1.46 -0.75 -4.79 0.074
H -0.94 -2.71 -3.54 -0.330
H 0.65 -2.82 -4.39 0.443
H -2.48 -4.54 -6.03 0.365
H -2.92 -2.92 -5.77 0.116
H -2.80 -3.91 -4.38 0.169
H 1.40 -0.42 -4.79 0.243
H 0.69 -0.46 -3.30 0.189
C 2.47 5.20 -5.73 -1.247
C 1.65 4.87 -4.50 -0.119
O 2.16 3.77 -3.80 -0.591
H 3.53 5.44 -5.58 0.307
H 2.04 5.98 -6.35 0.363
H 2.52 4.29 -6.32 0.307
H 0.57 4.69 -4.57 0.471
H 1.85 5.73 -3.85 0.186
H 1.39 3.26 -3.57 0.185
C 0.87 2.96 4.79 0.739
O 0.71 1.97 5.49 -0.704
N 1.35 4.10 5.17 -0.406
N 0.78 2.99 3.48 0.038
H 1.49 4.34 6.14 0.234
H 1.35 4.84 4.48 0.093
H 0.80 2.11 2.99 -0.145
H 0.76 3.95 3.16 0.137
C -4.08 2.57 -0.15 0.699
O -4.32 2.76 -1.30 -0.723
N -4.91 2.94 0.78 -0.414
N -2.97 2.24 0.36 -0.071
H -5.78 3.35 0.48 0.235
H -4.56 2.96 1.73 0.155
H -2.80 2.09 1.34 0.207
H -2.19 2.12 -0.27 0.002
C -1.88 -0.01 3.11 0.763
O -1.94 1.05 2.52 -0.765
N -1.27 -0.27 4.19 -0.328
N -2.41 -1.12 2.68 -0.218
H -1.26 -1.24 4.44 0.097
H -0.63 0.42 4.56 0.091
H -2.61 -1.09 1.69 0.357
H -2.34 -2.02 3.13 0.189
C 2.64 4.50 -0.17 0.591
O 1.89 3.59 -0.04 -0.629
N 3.36 5.07 0.83 -0.475
N 3.05 5.12 -1.23 -0.325
H 3.07 4.83 1.77 0.177
H 4.25 5.50 0.64 0.164
H 3.56 5.99 -1.19 0.155
H 2.83 4.70 -2.12 0.213
C 0.45 0.52 -1.16 0.677
O -0.16 -0.41 -1.49 -0.615
N 0.42 0.96 0.09 0.416
N 1.17 1.28 -1.87 -0.182
H 0.67 1.91 0.31 0.315
H -0.32 0.56 0.65 -0.475
H 1.34 2.21 -1.49 0.133
H 1.25 1.09 -2.86 0.291
```

Highest occupied orbital energy ... -8.828 eV
SMILES ... COC[C@H](C)N.COC[C@H](C)N.COC[C@H](C)N.COC[C@H](C)N.NC(N)=O.NC(N)=O.NC(N)=O.NC(N)=O.NC(N)=O.CCO
Total charge ... 0
Energy relative to the best compared isomer or geometry (same formula, charge and spin) ... 113.1 kcal/mol
Orbital gap ... 8.79 eV
F_max ... 6.77 eV/Å

---

4.
Molecular formula: C17H40BrIN4O10P3
Method: DFT, ωB97M-V/def2-TZVPD

```
76
Properties=species:S:1:pos:R:3:mulliken_charge:R:1
C 1.65 -2.22 -0.56 -1.149
C 1.62 -2.97 0.80 -0.441
I 2.34 -1.77 2.45 0.206
C 0.26 -3.65 1.15 -0.491
N -0.92 -3.16 0.41 0.478
C -1.76 -3.93 -0.27 0.491
P -1.72 -5.80 -0.52 0.066
O -2.22 -6.02 -2.03 -0.365
O -3.01 -6.27 0.36 -0.464
N -2.77 -3.25 -0.83 -0.515
C -2.55 -1.97 -0.47 0.442
N -3.35 -0.94 -0.80 -0.315
N -1.44 -1.91 0.29 -0.242
Br -0.80 -0.37 1.05 0.151
H 0.85 -2.49 -1.24 0.226
H 2.62 -2.44 -1.02 0.402
H 1.69 -1.15 -0.35 0.361
H 2.34 -3.78 0.73 0.518
H 0.35 -4.70 0.87 0.149
H 0.07 -3.56 2.22 0.409
H -1.87 -6.89 -2.27 0.353
H -2.84 -6.12 1.30 0.334
H -4.30 -0.98 -0.47 0.229
H -3.02 -0.17 -1.36 0.212
O 3.64 0.70 6.88 -0.764
P 4.18 2.01 6.44 1.142
O 4.38 1.85 4.82 -0.334
C 3.23 1.79 3.99 -0.224
C 2.59 3.15 3.79 -1.084
O 5.74 1.88 6.92 -0.336
C 6.12 0.96 7.95 -0.302
C 6.68 -0.31 7.35 -1.153
O 4.31 3.64 6.40 -0.309
C 4.48 4.36 7.64 -0.324
C 5.95 4.69 7.88 -0.915
H 2.50 1.08 4.40 0.203
H 3.56 1.40 3.03 0.333
H 2.16 3.53 4.72 0.273
H 1.80 3.10 3.04 0.370
H 3.34 3.88 3.46 0.265
H 5.28 0.75 8.61 0.374
H 6.89 1.45 8.55 0.334
H 6.01 -0.74 6.61 0.279
H 6.86 -1.06 8.13 0.368
H 7.63 -0.11 6.85 0.301
H 4.06 3.81 8.48 0.312
H 3.92 5.29 7.54 0.349
H 6.45 3.87 8.40 0.147
H 6.04 5.57 8.51 0.385
H 6.47 4.85 6.94 0.288
O -5.63 0.32 -5.11 -0.764
P -4.47 0.18 -6.03 1.141
O -3.19 -0.06 -5.05 -0.379
C -3.07 -1.30 -4.36 0.066
C -2.60 -2.42 -5.27 -1.154
O -4.22 1.75 -6.44 -0.340
C -5.26 2.73 -6.30 -0.304
C -5.09 3.52 -5.02 -1.142
O -3.69 -0.32 -7.36 -0.308
C -4.27 -0.06 -8.67 -0.329
C -3.67 1.18 -9.30 -0.915
H -4.03 -1.56 -3.89 0.292
H -2.34 -1.15 -3.57 0.007
H -3.36 -2.67 -6.02 0.300
H -2.39 -3.32 -4.69 0.380
H -1.70 -2.13 -5.81 0.289
H -6.24 2.26 -6.36 0.376
H -5.18 3.40 -7.16 0.338
H -5.00 2.86 -4.16 0.265
H -5.94 4.18 -4.86 0.369
H -4.19 4.12 -5.06 0.302
H -5.35 0.01 -8.60 0.316
H -4.03 -0.93 -9.28 0.349
H -4.21 2.08 -9.00 0.148
H -3.73 1.12 -10.39 0.386
H -2.63 1.31 -9.01 0.286
```

Highest occupied orbital energy ... -11.791 eV
Total charge ... +1
Orbital gap ... 7.64 eV
F_max ... 6.76 eV/Å